(1)
Below is a structure of composition C23H26BCl17IN4O4S2, with properties calculated with the ωB97M-V functional and the def2-TZVPD basis.

Atoms and positions in Å:
C: 5.035 2.057 3.977
C: 4.121 2.217 2.699
C: 4.687 1.500 1.388
Cl: 5.960 0.252 1.707
C: 3.494 0.995 0.521
C: 2.997 1.819 -0.600
C: 3.577 3.232 -0.969
C: 4.616 3.188 -2.180
C: 6.064 3.577 -1.649
O: 6.559 4.728 -2.380
N: 1.953 1.371 -1.400
C: 1.292 0.175 -1.226
C: 0.159 -0.229 -2.221
C: -0.713 1.034 -2.709
C: -2.250 0.681 -2.765
S: -3.194 2.260 -2.896
C: -3.414 2.903 -1.220
S: -4.911 3.440 -0.796
N: -2.361 2.995 -0.235
C: -2.333 2.408 1.045
C: -1.116 2.775 1.742
N: -0.394 3.590 0.817
C: -1.128 3.683 -0.303
C: 1.658 -0.736 -0.151
B: 0.977 -2.169 0.140
N: -0.405 -2.355 0.582
O: 1.738 -3.358 -0.082
C: 2.779 -0.287 0.728
C: 3.158 -1.240 1.891
O: 3.948 -2.144 1.777
O: 2.574 -1.062 3.150
I: 2.856 -2.673 4.332
H: 6.086 2.320 3.669
H: 4.958 1.013 4.372
H: 4.695 2.809 4.738
H: 3.044 1.943 2.900
H: 4.093 3.326 2.469
H: 5.190 2.313 0.793
H: 4.010 3.684 -0.033
H: 2.669 3.868 -1.197
H: 4.585 2.168 -2.653
H: 4.305 3.990 -2.910
H: 6.798 2.720 -1.708
H: 6.062 3.909 -0.571
H: 6.714 4.375 -3.276
H: 1.657 1.966 -2.180
H: 0.624 -0.678 -3.143
H: -0.586 -0.934 -1.755
H: -0.351 1.332 -3.738
H: -0.491 1.923 -2.046
H: -2.466 0.082 -3.686
H: -2.545 0.134 -1.834
H: -3.141 1.746 1.471
H: -0.769 2.525 2.765
H: -0.839 4.250 -1.224
H: -0.791 -1.515 1.022
H: -0.424 -3.124 1.256
H: 1.888 -3.752 0.798
C: -0.932 -6.498 -0.459
Cl: -0.664 -6.012 1.230
Cl: -1.870 -5.246 -1.291
Cl: 0.630 -6.705 -1.268
Cl: -1.825 -8.026 -0.496
C: -5.735 -6.037 -0.230
Cl: -5.449 -5.505 -1.896
Cl: -5.642 -7.805 -0.150
Cl: -4.504 -5.331 0.836
Cl: -7.342 -5.505 0.293
C: -8.614 -2.432 -1.929
Cl: -7.409 -1.914 -0.733
Cl: -9.379 -1.006 -2.652
Cl: -7.818 -3.382 -3.196
Cl: -9.847 -3.424 -1.133
C: -5.316 -0.439 3.213
Cl: -4.070 0.551 2.411
Cl: -5.281 -0.137 4.957
Cl: -6.909 -0.014 2.570
Cl: -4.983 -2.151 2.903

The calculation puts the calculated total energy at -10353.8436 Ha. Its HOMO energy is -11.3 eV. The value obtained for the orbital gap is 7.0343 eV. For the LUMO energy, the calculation gives -4.24 eV. Its charge is +1.

(2)
Below is a cluster of 3 separate species, C23H26BrF16NO7P in total, with properties calculated with the ωB97M-V functional and the def2-TZVPD basis.

Atoms and positions in Å:
C: 3.848 -1.410 -0.718
C: 3.417 -2.587 -1.571
O: 1.987 -2.703 -1.478
C: 1.461 -3.707 -2.182
O: 2.102 -4.564 -2.715
C: -0.045 -3.658 -2.242
C: -0.618 -4.674 -1.243
C: -2.059 -4.407 -0.749
C: -2.506 -2.974 -0.587
C: -3.688 -2.512 -1.197
C: -4.560 -3.449 -1.978
O: -5.042 -4.378 -1.428
O: -4.806 -3.190 -3.256
C: -4.102 -1.190 -1.084
C: -3.360 -0.279 -0.348
P: -3.846 1.486 -0.134
C: -2.214 2.303 -0.073
O: -4.448 1.898 -1.592
N: -2.248 -0.747 0.259
C: -1.821 -2.025 0.171
Br: -0.300 -2.382 1.186
H: 4.759 -0.963 -1.097
H: 3.093 -0.626 -0.708
H: 4.037 -1.697 0.311
H: 3.904 -3.477 -1.193
H: 3.725 -2.408 -2.594
H: -0.293 -3.953 -3.255
H: -0.336 -2.629 -2.049
H: 0.036 -4.820 -0.394
H: -0.647 -5.632 -1.751
H: -2.166 -4.867 0.234
H: -2.769 -4.927 -1.372
H: -4.334 -2.406 -3.566
H: -5.019 -0.878 -1.561
H: -1.550 1.905 -0.844
H: -1.751 2.117 0.894
H: -2.334 3.367 -0.221
H: -3.892 1.611 -2.329
H: -1.696 -0.102 0.812
C: 9.722 -3.205 0.958
C: 8.217 -3.327 1.249
C: 7.247 -3.058 0.099
F: 7.343 -1.792 -0.353
F: 5.975 -3.234 0.549
F: 7.891 -2.562 2.312
F: 8.000 -4.625 1.604
O: 10.368 -2.004 1.334
C: 10.404 -0.913 0.502
C: 9.685 0.290 1.118
F: 8.392 -0.004 1.365
F: 9.723 1.319 0.243
F: 9.931 -1.200 -0.726
F: 11.697 -0.562 0.358
H: 10.186 -3.960 1.590
H: 9.958 -3.486 -0.069
H: 7.420 -3.748 -0.731
H: 10.170 0.584 2.050
C: -7.632 6.838 0.722
C: -8.103 7.052 2.170
C: -7.145 7.762 3.131
F: -6.004 7.057 3.291
F: -7.741 7.869 4.338
F: -8.498 5.873 2.696
F: -9.201 7.852 2.094
O: -7.117 5.557 0.384
C: -5.803 5.236 0.563
C: -5.637 4.090 1.564
F: -6.132 4.417 2.765
F: -4.305 3.832 1.712
F: -5.051 6.298 0.898
F: -5.330 4.775 -0.622
H: -8.535 6.919 0.121
H: -6.974 7.640 0.386
H: -6.903 8.764 2.768
H: -6.139 3.189 1.206

The calculation puts the calculated total energy at -5986.4948 Ha. Its HOMO energy is -12.7 eV. The value obtained for the orbital gap is 7.9896 eV. For the LUMO energy, the calculation gives -4.74 eV. Its charge is +1. For the relative energy (zero: lowest compared OMol25 entry of this formula, charge and spin), the calculation gives 5.8 kcal/mol.

(3)
Below is a structure of composition C23H26ClF3GdP3S2, with properties calculated with the ωB97M-V functional and the def2-TZVPD basis.

Atoms and positions in Å:
Gd: -1.329 1.608 0.884
C: 1.564 1.354 -1.957
P: -0.184 1.856 -1.833
C: -0.176 3.518 -2.558
C: -1.071 0.792 -3.024
C: -1.241 1.169 -4.352
C: -1.959 0.374 -5.232
C: -2.522 -0.812 -4.786
C: -2.362 -1.198 -3.465
C: -1.641 -0.411 -2.571
P: -1.456 -0.881 -0.812
C: -0.053 -2.049 -0.804
C: -2.862 -1.982 -0.470
H: 1.918 1.361 -2.989
H: 1.706 0.359 -1.539
H: 2.149 2.052 -1.358
H: 0.390 3.568 -3.490
H: 0.285 4.182 -1.826
H: -1.199 3.851 -2.726
H: -0.820 2.099 -4.710
H: -2.085 0.686 -6.260
H: -3.092 -1.433 -5.465
H: -2.817 -2.121 -3.130
H: -0.240 -2.893 -1.471
H: 0.075 -2.411 0.217
H: 0.868 -1.558 -1.109
H: -2.848 -2.887 -1.080
H: -3.795 -1.442 -0.633
H: -2.819 -2.255 0.584
Cl: 0.793 3.070 1.195
S: -0.026 -0.266 2.614
P: -1.740 -0.060 3.679
S: -3.296 0.181 2.460
C: -1.584 1.425 4.713
C: -1.588 1.339 6.101
C: -1.416 2.474 6.882
C: -1.223 3.704 6.281
C: -1.214 3.800 4.894
C: -1.407 2.672 4.117
C: -1.957 -1.446 4.819
C: -0.858 -2.169 5.272
C: -1.039 -3.209 6.171
C: -2.314 -3.529 6.616
C: -3.411 -2.810 6.161
C: -3.234 -1.772 5.262
H: -1.722 0.379 6.582
H: -1.426 2.388 7.961
H: -1.076 4.589 6.886
H: -1.056 4.755 4.412
H: -1.368 2.860 3.042
H: 0.135 -1.921 4.920
H: -0.180 -3.767 6.519
H: -2.457 -4.343 7.315
H: -4.405 -3.063 6.503
H: -4.089 -1.216 4.895
F: -2.134 3.785 -0.237
C: -3.490 3.393 -0.053
F: -3.387 3.090 1.318
F: -3.256 1.918 -0.531

As for the expectation value of S²: 15.904. The calculation puts the calculated total energy at -4238.0584 Ha. Its HOMO energy (alpha / beta) is -8.4 / -8.5 eV. Its multiplicity is 8. The value obtained for the orbital gap (alpha / beta) is 6.2983 / 8.9760 eV. For the LUMO energy (alpha / beta), the calculation gives -2.14 / 0.51 eV. Its charge is 0. For the relative energy (zero: lowest compared OMol25 entry of this formula, charge and spin), the calculation gives 0.0 kcal/mol.

(4)
Below is the molecule C23H26N2O2, with properties calculated with the ωB97M-V functional and the def2-TZVPD basis.

Atoms and positions in Å:
C: -5.383 -2.662 0.365
C: -3.882 -2.490 0.126
C: -3.378 -3.491 -0.917
C: -3.564 -1.077 -0.296
C: -4.109 -0.537 -1.464
C: -3.831 0.756 -1.839
C: -2.988 1.546 -1.058
O: -2.773 2.810 -1.482
C: -1.996 3.686 -0.776
O: -1.866 4.808 -1.199
C: -1.376 3.171 0.430
C: -1.534 1.899 0.863
C: -0.736 1.415 2.051
N: 0.609 0.971 1.715
C: 1.492 2.018 1.242
C: 2.919 1.475 1.220
N: 2.993 0.335 0.332
C: 4.212 0.012 -0.257
C: 4.724 -1.288 -0.267
C: 5.909 -1.577 -0.918
C: 6.621 -0.584 -1.567
C: 6.124 0.709 -1.565
C: 4.937 1.004 -0.926
C: 2.101 -0.710 0.773
C: 0.671 -0.164 0.817
C: -2.405 1.024 0.109
C: -2.725 -0.291 0.468
H: -5.943 -2.515 -0.555
H: -5.591 -3.663 0.735
H: -5.735 -1.941 1.099
H: -3.362 -2.691 1.069
H: -3.555 -4.508 -0.575
H: -2.311 -3.361 -1.083
H: -3.892 -3.354 -1.865
H: -4.764 -1.134 -2.079
H: -4.255 1.188 -2.732
H: -0.765 3.881 0.965
H: -1.239 0.588 2.556
H: -0.631 2.234 2.767
H: 1.438 2.863 1.931
H: 1.224 2.364 0.230
H: 3.605 2.254 0.893
H: 3.193 1.176 2.246
H: 4.208 -2.082 0.248
H: 6.284 -2.590 -0.907
H: 7.548 -0.814 -2.070
H: 6.661 1.495 -2.075
H: 4.556 2.013 -0.963
H: 2.131 -1.537 0.062
H: 2.371 -1.081 1.776
H: 0.007 -0.948 1.186
H: 0.364 0.101 -0.210
H: -2.314 -0.706 1.375

The calculation puts the calculated total energy at -1152.0379 Ha. Its HOMO energy is -7.9 eV. The value obtained for the orbital gap is 7.8078 eV. For the LUMO energy, the calculation gives -0.08 eV. Its charge is 0. For the relative energy (zero: lowest compared OMol25 entry of this formula, charge and spin), the calculation gives 49.0 kcal/mol.